(1)
CHF2NO2 in the gas phase in a non-equilibrium geometry, computed with ωB97M-V/def2-TZVPD.

Last column: Mulliken charge in e.
Geometry (Å):
O (1.468, -0.074, 1.042)  -0.50
N (0.756, -0.481, 0.170)  0.90
O (0.898, -1.459, -0.511)  -0.51
C (-0.498, 0.329, -0.109)  0.28
F (-0.564, 0.615, -1.401)  -0.20
F (-0.486, 1.439, 0.602)  -0.20
H (-1.574, -0.370, 0.206)  0.22

Summary:
SMILES: O=[N+]([O-])C(F)F
F_max, eV Å⁻¹: 4.84
E_HOMO, eV: -12.02
Energy above the lowest of the compared OMol25 structures with the same formula, charge and spin, kJ/mol: 92.3



(2)
2 unconnected molecules or ions with the total composition C6H9N in a non-equilibrium geometry, computed with ωB97M-V/def2-TZVPD.

Last column: Mulliken charge in e.
Geometry (Å):
C (1.980, -0.483, 0.832)  -1.04
C (1.251, 0.548, 0.067)  0.32
C (0.785, 1.081, -1.010)  -0.46
C (0.404, 1.779, 0.265)  -0.22
C (-0.946, 1.645, 0.803)  0.19
N (-2.012, 1.529, 1.242)  -0.43
H (1.272, -1.034, 1.463)  0.29
H (2.485, -1.190, 0.168)  0.27
H (2.722, -0.022, 1.492)  0.35
H (0.652, 1.111, -2.080)  0.36
H (0.867, 2.730, 0.539)  0.38
C (-1.893, -1.537, -0.759)  -0.90
H (-0.835, -1.448, -1.031)  0.14
H (-2.436, -2.034, -1.567)  0.32
H (-1.981, -2.130, 0.155)  0.23
H (-2.314, -0.545, -0.580)  0.20

Summary:
SMILES: CC1=C[C@H]1C#N.C
F_max, eV Å⁻¹: 1.08
E_HOMO, eV: -10.32
Energy above the lowest of the compared OMol25 structures with the same formula, charge and spin, kJ/mol: 272.0



(3)
2 unconnected molecules or ions with the total composition C11H14N2S2 in a non-equilibrium geometry, computed with ωB97M-V/def2-TZVPD.

Last column: Mulliken charge in e.
Geometry (Å):
C (-3.058, 0.452, -0.205)  -0.31
C (-2.286, 1.147, -1.067)  -0.37
C (-3.040, 0.618, 1.178)  -0.90
C (-1.339, 2.030, -0.605)  -0.27
C (-2.084, 1.554, 1.663)  -0.23
C (-1.164, 2.111, 0.778)  0.89
C (-0.767, 2.590, 3.110)  -0.11
C (2.015, -0.735, -0.667)  -0.44
C (-0.314, -1.720, 0.157)  -0.28
C (3.294, 0.184, -0.669)  -1.14
C (-0.424, -1.829, -1.150)  -0.73
N (-1.785, 1.797, 2.945)  -0.66
N (1.251, -1.513, 2.153)  -0.64
S (-0.014, 3.129, 1.591)  -0.14
S (1.010, -0.561, 0.710)  0.41
H (-3.782, -0.288, -0.648)  0.29
H (-2.373, 0.870, -2.118)  0.39
H (-3.620, 0.132, 1.826)  0.65
H (-0.673, 2.565, -1.367)  0.25
H (2.372, -1.796, -0.841)  0.26
H (-0.852, -2.244, 0.926)  0.50
H (3.212, 0.826, -1.440)  0.30
H (3.482, 0.868, 0.236)  0.26
H (4.143, -0.502, -0.799)  0.31
H (-1.183, -2.475, -1.662)  0.27
H (0.245, -1.186, -1.776)  0.39
H (-0.376, 2.969, 3.984)  0.51
H (2.060, -1.068, 2.619)  0.27
H (1.369, -2.483, 1.904)  0.27

Summary:
F_max, eV Å⁻¹: 5.18
E_HOMO, eV: -7.45
Energy above the lowest of the compared OMol25 structures with the same formula, charge and spin, kJ/mol: 271.7



(4)
2 unconnected molecules or ions with the total composition C3H3ClO in a non-equilibrium geometry, computed with ωB97M-V/def2-TZVPD.

Last column: Mulliken charge in e.
Geometry (Å):
C (-1.120, -0.687, -0.010)  0.49
C (-2.108, 0.128, 0.041)  -0.39
C (0.258, -1.111, 0.093)  -0.07
O (-0.816, -2.019, -0.119)  -0.39
Cl (-3.743, 0.109, -0.146)  -0.08
H (-1.591, 2.596, -0.511)  0.03
H (0.924, -0.960, -0.747)  0.21
H (0.720, -1.181, 1.071)  0.21

Summary:
F_max, eV Å⁻¹: 1.08
E_HOMO (alpha / beta), eV: -9.22 / -9.24
Energy above the lowest of the compared OMol25 structures with the same formula, charge and spin, kJ/mol: 604.7



(5)
3 unconnected molecules or ions with the total composition C9H25B3N2O11P2S2 in a non-equilibrium geometry, computed with ωB97M-V/def2-TZVPD.

Last column: Mulliken charge in e.
Geometry (Å):
N (-2.993, 3.245, 5.174)  -0.77
P (-2.639, 2.031, 4.248)  0.35
B (-3.011, 2.205, 2.341)  0.46
O (-3.198, 3.413, 1.721)  -0.27
B (-2.503, 3.527, 0.523)  0.28
C (-1.569, 4.734, 0.174)  -0.48
O (-1.582, 5.792, 1.127)  -0.26
O (-0.664, 5.432, 2.168)  -0.33
O (-2.527, 2.419, -0.325)  -0.27
B (-2.248, 1.267, 0.382)  0.27
P (-0.772, 0.140, -0.162)  0.64
N (-1.003, -0.542, -1.512)  -0.65
O (-0.553, -0.892, 1.069)  -0.38
O (0.467, 1.182, 0.007)  -0.50
O (-2.928, 1.052, 1.568)  -0.11
H (-2.184, 3.617, 5.652)  0.22
H (-1.284, 1.627, 4.199)  0.01
H (-3.274, 0.810, 4.559)  0.04
H (-1.777, 5.170, -0.806)  0.39
H (-0.556, 4.319, 0.098)  0.31
H (0.113, 5.948, 1.910)  0.32
H (-0.320, -0.349, -2.238)  0.19
H (-0.250, -0.465, 1.885)  0.19
H (1.277, 0.742, 0.306)  0.30
O (2.063, -0.724, 4.837)  -0.68
S (1.060, -1.677, 4.433)  1.18
O (-0.325, -1.275, 4.372)  -0.63
C (1.563, -2.425, 2.883)  -0.58
C (2.392, -3.633, 3.305)  -0.76
C (1.624, -4.285, 4.462)  -0.63
C (1.222, -3.167, 5.431)  -0.68
H (2.114, -1.687, 2.304)  0.38
H (0.658, -2.719, 2.352)  0.41
H (2.535, -4.321, 2.473)  0.35
H (3.377, -3.307, 3.645)  0.33
H (0.731, -4.779, 4.076)  0.30
H (2.224, -5.039, 4.970)  0.34
H (0.270, -3.343, 5.925)  0.36
H (1.992, -2.965, 6.173)  0.37
O (2.121, -1.249, -4.349)  -0.70
S (1.045, -0.499, -4.945)  1.19
O (0.270, 0.409, -4.135)  -0.68
C (1.662, 0.345, -6.399)  -0.73
C (1.447, -0.657, -7.528)  -0.57
C (0.052, -1.255, -7.300)  -0.65
C (-0.050, -1.629, -5.817)  -0.66
H (2.700, 0.616, -6.224)  0.39
H (1.056, 1.241, -6.533)  0.36
H (1.530, -0.179, -8.502)  0.34
H (2.204, -1.442, -7.474)  0.30
H (-0.708, -0.512, -7.547)  0.30
H (-0.123, -2.125, -7.932)  0.32
H (-1.048, -1.510, -5.404)  0.37
H (0.314, -2.635, -5.617)  0.39

Summary:
SMILES: N=[PH2]B1OB(COO)OB(P(=N)(O)O)O1.O=S1(=O)CCCC1.O=S1(=O)CCCC1
F_max, eV Å⁻¹: 1.04
E_HOMO, eV: -8.13
Energy above the lowest of the compared OMol25 structures with the same formula, charge and spin, kJ/mol: 0.0



(6)
2 unconnected molecules or ions with the total composition C6H21N5P in a non-equilibrium geometry, computed with ωB97M-V/def2-TZVPD.

Last column: Mulliken charge in e.
Geometry (Å):
C (2.786, -0.590, -0.701)  -1.03
C (1.244, -2.354, -0.824)  -0.91
C (0.389, 1.910, -1.398)  -0.79
C (0.604, 2.607, 1.034)  -1.13
C (-1.914, -1.333, 1.556)  -0.87
C (-2.153, 0.310, -0.886)  -0.41
N (-3.350, -0.261, -1.045)  -0.37
N (1.181, -0.113, 2.116)  -0.60
N (1.373, -0.891, -0.633)  0.20
N (0.489, 1.601, 0.028)  0.37
N (-1.085, -0.429, 0.740)  -0.05
P (0.457, 0.041, 0.521)  0.03
H (3.192, -0.763, -1.766)  0.32
H (3.025, 0.473, -0.424)  0.31
H (3.385, -1.257, -0.138)  0.42
H (1.570, -2.894, 0.020)  0.37
H (0.015, -2.528, -0.890)  0.20
H (1.654, -2.596, -1.853)  0.37
H (1.276, 2.409, -1.789)  0.30
H (0.159, 0.823, -1.783)  0.27
H (-0.462, 2.523, -1.737)  0.30
H (-0.184, 3.248, 0.990)  0.37
H (0.649, 2.160, 2.006)  0.34
H (1.567, 3.093, 0.984)  0.36
H (-2.821, -1.410, 0.876)  0.20
H (-1.448, -2.338, 1.526)  0.34
H (-2.350, -0.878, 2.532)  0.29
H (-1.445, -0.111, -1.454)  0.62
H (-2.322, 1.402, -0.705)  0.20
H (-3.494, -1.249, -1.228)  0.27
H (-4.199, 0.181, -0.802)  0.20
H (0.722, 0.298, 2.931)  0.24
H (1.492, -1.085, 2.195)  0.26

Summary:
F_max, eV Å⁻¹: 5.66
E_HOMO, eV: -12.45
Energy above the lowest of the compared OMol25 structures with the same formula, charge and spin, kJ/mol: 335.7
Charge: +1



(7)
A molecular structure, C3H3LiO4Pd in a non-equilibrium geometry, computed with ωB97M-V/def2-TZVPD.

Last column: Mulliken charge in e.
Geometry (Å):
O (-3.051, -1.342, 0.224)  -0.81
O (0.222, -0.925, -0.470)  -0.22
C (1.479, -0.604, -0.146)  1.16
C (-0.746, 0.060, -0.631)  -0.16
O (2.334, -1.483, -0.103)  -0.80
O (1.751, 0.620, 0.147)  -0.95
C (-1.537, 0.442, 0.410)  -0.58
H (-0.987, 0.273, -1.677)  0.36
H (-2.320, 1.180, 0.199)  0.41
H (-1.301, 0.137, 1.438)  0.27
Li (3.693, -0.138, 0.415)  0.88
Pd (0.462, 1.780, 0.193)  0.45

Summary:
Spin multiplicity: 3
F_max, eV Å⁻¹: 9.52
E_HOMO (alpha / beta), eV: -6.44 / -5.23
⟨S²⟩: 2.0180
Energy above the lowest of the compared OMol25 structures with the same formula, charge and spin, kJ/mol: 317.5



(8)
C4H4OS in the gas phase in a non-equilibrium geometry, computed with ωB97M-V/def2-TZVPD.

Last column: Mulliken charge in e.
Geometry (Å):
S (-2.004, -0.033, -0.004)  -0.32
C (-0.372, -0.024, -0.012)  0.30
C (0.459, 1.195, 0.029)  -0.24
C (1.712, 0.810, -0.035)  -0.28
C (1.801, -0.684, -0.012)  -0.37
O (0.418, -1.059, 0.019)  -0.33
H (0.003, 2.218, 0.017)  0.35
H (2.586, 1.413, 0.010)  0.41
H (2.257, -1.268, -0.795)  0.26
H (2.270, -1.143, 0.862)  0.24

Summary:
SMILES: S=C1C=CCO1
F_max, eV Å⁻¹: 2.06
E_HOMO, eV: -8.55
Energy above the lowest of the compared OMol25 structures with the same formula, charge and spin, kJ/mol: 73.1



- The highest F_max belongs to which entry?
  C3H3LiO4Pd